1.
The following is a quantum chemistry calculation of a molecular structure, C33H59CoN3OPS, from OMol25.

E_LUMO (alpha / beta) ... -4.366 / -7.282 eV
Orbital gap (alpha / beta) ... 9.9 / 7.1 eV

Geometry as ORCA input:
```
! wB97M-V def2-TZVPD RIJCOSX def2/J DEFGRID3
* xyz 2 5
Co 0.114 0.158 -0.094
C -2.641 -0.874 -1.083
C -2.749 -0.530 0.395
N -1.465 -0.762 1.080
C -1.251 -2.116 1.622
C -0.940 -3.162 0.563
S 0.396 -2.632 -0.547
C -0.399 -2.628 -2.173
C -0.766 -1.235 -2.674
N -1.352 -0.375 -1.618
H -2.694 -1.947 -1.236
H -3.479 -0.441 -1.628
H -2.991 0.529 0.510
H -3.558 -1.102 0.856
H -1.404 -0.120 1.859
H -0.412 -2.048 2.318
H -2.124 -2.440 2.194
H -0.603 -4.071 1.057
H -1.810 -3.426 -0.033
H 0.313 -3.071 -2.867
H -1.253 -3.302 -2.129
H 0.136 -0.741 -3.032
H -1.451 -1.329 -3.519
H -1.517 0.528 -2.043
C 0.075 2.024 -2.970
N 0.550 1.968 -1.570
C -0.097 3.088 -0.847
C 2.025 2.149 -1.579
C 2.778 1.131 -0.769
C 4.147 1.307 -0.570
C 4.885 0.394 0.163
C 4.268 -0.724 0.713
C 2.912 -0.931 0.511
C 2.187 0.016 -0.199
H 0.394 2.959 -3.436
H -1.014 2.010 -3.017
H 0.481 1.200 -3.551
H 0.169 4.049 -1.300
H 0.207 3.080 0.191
H -1.183 2.978 -0.903
H 2.263 3.154 -1.229
H 2.378 2.094 -2.608
H 4.631 2.181 -0.996
H 5.948 0.546 0.296
H 4.840 -1.447 1.280
H 2.447 -1.812 0.930
O 0.137 1.241 1.635
P 0.055 1.936 3.015
C 0.720 0.810 4.259
C 0.810 1.373 5.713
C 2.250 1.423 6.222
C 2.915 0.041 6.189
C 2.561 -0.751 4.911
C 2.045 0.168 3.804
C 0.947 3.510 2.867
C 2.281 3.308 2.080
C 3.505 3.698 2.905
C 3.440 5.167 3.338
C 2.017 5.574 3.777
C 1.168 4.354 4.134
C -1.740 2.074 3.352
C -2.424 3.103 2.427
C -2.500 4.501 3.048
C -3.165 4.465 4.423
C -2.413 3.537 5.374
C -2.296 2.134 4.788
H -0.041 0.017 4.243
H 0.235 0.720 6.373
H 0.349 2.358 5.798
H 2.256 1.814 7.240
H 2.832 2.130 5.625
H 2.610 -0.528 7.068
H 3.996 0.165 6.267
H 1.787 -1.494 5.130
H 3.429 -1.308 4.556
H 1.889 -0.384 2.878
H 2.794 0.935 3.587
H 0.263 4.081 2.228
H 2.254 3.951 1.195
H 2.376 2.288 1.713
H 4.408 3.518 2.319
H 3.582 3.049 3.781
H 3.762 5.800 2.508
H 4.150 5.339 4.147
H 1.513 6.124 2.975
H 2.060 6.252 4.629
H 0.217 4.675 4.549
H 1.678 3.777 4.904
H -2.002 1.069 2.995
H -3.447 2.757 2.241
H -1.925 3.136 1.454
H -3.051 5.161 2.376
H -1.496 4.929 3.148
H -4.194 4.105 4.311
H -3.228 5.470 4.840
H -2.926 3.478 6.335
H -1.423 3.945 5.584
H -3.306 1.714 4.732
H -1.739 1.474 5.451
*
```

Atomic partial charges in e from the Mulliken method, atoms 1 to 5: -0.217, -1.070, -0.585, 0.647, -1.029

***

2.
The following is a quantum chemistry calculation of 2 unconnected molecules or ions with the total composition C4H9NO2, from OMol25.

E_LUMO ... 0.405 eV
Orbital gap ... 10.7 eV

Geometry as ORCA input:
```
! wB97M-V def2-TZVPD RIJCOSX def2/J DEFGRID3
* xyz 0 1
C 3.059 -0.462 -1.181
O 2.169 0.594 -1.514
N 1.041 0.510 -0.698
C 1.073 0.879 0.480
O 0.903 1.154 1.602
H 3.865 -0.407 -1.916
H 3.468 -0.318 -0.171
H 2.554 -1.432 -1.240
C -2.497 0.642 0.750
C -2.035 -0.772 0.410
H -2.731 1.210 -0.157
H -3.398 0.627 1.372
H -1.727 1.193 1.301
H -1.738 -1.319 1.312
H -2.832 -1.342 -0.079
H -1.176 -0.755 -0.270
*
```

Atomic partial charges in e from the Mulliken method, atoms 1 to 5: -0.531, -0.234, -0.340, 0.751, -0.398

***

3.
The following is a quantum chemistry calculation of a molecular structure, C20H32N3OPPtSSi in a non-equilibrium geometry, from OMol25.

E_LUMO (alpha / beta) ... 0.395 / -2.652 eV
Orbital gap (alpha / beta) ... 3.9 / 5.3 eV

Geometry as ORCA input:
```
! wB97M-V def2-TZVPD RIJCOSX def2/J DEFGRID3
* xyz 0 5
Pt -0.579 0.065 -0.292
Si -0.938 0.263 2.121
P -2.493 1.146 -0.892
N 0.216 1.205 1.019
H 0.550 -2.141 -0.702
C -2.341 1.306 -2.690
H -3.283 1.682 -3.110
H -2.098 0.323 -3.116
H -1.528 2.008 -2.915
C -3.959 0.142 -0.492
H -4.851 0.654 -0.888
H -4.056 0.041 0.601
H -3.864 -0.853 -0.955
C -2.734 2.809 -0.192
H -3.730 3.188 -0.479
H -1.960 3.492 -0.570
H -2.679 2.788 0.904
C -1.653 -1.497 2.301
H -0.882 -2.175 2.673
H -2.117 -1.924 1.410
H -2.430 -1.451 3.073
H -0.012 0.353 3.254
H -2.145 1.114 2.365
C 0.420 2.559 0.849
C 1.612 4.336 -0.278
C 1.147 3.021 -0.277
C -0.008 3.446 1.856
C 0.448 4.759 1.831
C 1.277 5.202 0.783
H 2.224 4.682 -1.115
H 1.243 2.354 -1.134
H -0.774 3.086 2.550
H 0.130 5.435 2.625
H 1.670 6.225 0.815
C -0.277 -2.455 -1.407
O -1.314 -1.448 -1.378
C 0.365 -2.394 -2.785
H 0.113 -3.267 -3.384
H 1.451 -2.326 -2.697
H 0.048 -1.498 -3.321
C -1.003 -3.716 -0.950
H -2.008 -3.710 -1.367
H -1.125 -3.765 0.132
H -0.511 -4.645 -1.233
N 2.979 0.823 2.491
C 3.063 -0.509 2.343
N 2.076 -1.330 2.094
C 2.459 -2.656 2.033
C 1.624 -3.752 1.764
C 2.117 -5.036 1.956
C 3.480 -5.231 2.228
C 4.357 -4.146 2.375
C 3.835 -2.860 2.315
S 4.626 -1.296 2.520
H 3.845 1.309 2.680
H 2.140 1.338 2.256
H 0.607 -3.545 1.394
H 1.432 -5.885 1.871
H 3.865 -6.243 2.295
H 5.417 -4.274 2.540
*
```

Atomic partial charges in e from the Mulliken method, atoms 1 to 5: 0.765, 0.798, 0.684, -0.111, -0.267

***

4.
The following is a quantum chemistry calculation of 2 unconnected molecules or ions with the total composition C3H8OS2 in a non-equilibrium geometry, from OMol25.

E_LUMO (alpha / beta) ... -0.060 / 0.615 eV
Orbital gap (alpha / beta) ... 7.2 / 7.9 eV

Geometry as ORCA input:
```
! wB97M-V def2-TZVPD RIJCOSX def2/J DEFGRID3
* xyz 0 1
C 0.133 2.529 -0.302
C -0.548 -0.957 0.583
C 0.371 -0.818 -0.518
O -0.037 2.633 1.028
S -1.661 -2.527 0.461
S 1.927 -1.592 -0.390
H -0.667 2.235 -0.954
H 1.126 2.717 -0.657
H -1.308 -0.180 0.613
H -0.053 -1.051 1.546
H -0.001 -0.666 -1.516
H -0.946 2.434 1.281
H -0.652 -3.391 0.468
H 2.316 -1.367 -1.643
*
```

Atomic partial charges in e from the Mulliken method, atoms 1 to 5: -0.564, -0.648, -0.184, -0.433, -0.211

***

5.
The following is a quantum chemistry calculation of C5H7N in the gas phase in a non-equilibrium geometry, from OMol25.

E_LUMO (alpha / beta) ... -0.028 / -0.085 eV
Orbital gap (alpha / beta) ... 7.8 / 8.1 eV

Geometry as ORCA input:
```
! wB97M-V def2-TZVPD RIJCOSX def2/J DEFGRID3
* xyz 0 1
N 1.157 -0.872 1.595
C 1.797 -0.351 0.722
C 1.373 0.331 -0.475
C -0.266 0.476 -0.027
C -0.495 -0.605 0.986
C -1.307 0.225 -0.939
H 1.489 -0.290 -1.368
H 1.801 1.321 -0.645
H -0.332 1.469 0.426
H -1.134 -0.352 1.831
H -0.699 -1.598 0.588
H -1.394 -0.751 -1.408
H -1.990 0.996 -1.286
*
```

Atomic partial charges in e from the Mulliken method, atoms 1 to 5: -0.509, 0.203, -0.514, 0.288, -0.606

***

6.
The following is a quantum chemistry calculation of a molecular structure, C74H78N5O5PSSnTe in a non-equilibrium geometry, from OMol25.

E_LUMO ... -5.712 eV
Orbital gap ... 6.1 eV

Geometry as ORCA input:
```
! wB97M-V def2-TZVPD RIJCOSX def2/J DEFGRID3
* xyz 2 1
Sn -0.249 -0.199 -0.619
C 5.602 -2.437 0.739
C 4.308 -2.408 -0.083
C 4.096 -3.758 -0.786
C 4.300 -1.337 -1.154
C 5.308 -1.425 -2.110
C 5.340 -0.620 -3.228
C 4.308 0.277 -3.428
C 3.290 0.411 -2.495
C 2.173 1.384 -2.777
C 1.096 0.710 -3.638
C 2.644 2.682 -3.433
C 3.296 -0.361 -1.318
N 2.251 -0.153 -0.347
C 2.524 0.313 0.816
C 1.469 0.443 1.908
N 0.236 0.172 1.701
C -0.774 0.082 2.730
C -0.853 -1.016 3.618
C -1.932 -1.081 4.496
C -2.943 -0.143 4.496
C -2.858 0.928 3.631
C -1.773 1.076 2.777
C -1.631 2.394 2.046
C -1.708 3.555 3.047
C -2.663 2.576 0.932
C 0.116 -2.182 3.681
C -0.670 -3.478 3.454
C 0.842 -2.244 5.032
C 2.142 0.945 3.098
C 1.715 1.330 4.349
C 2.666 1.840 5.254
C 3.995 1.982 4.926
C 4.452 1.649 3.629
C 5.760 1.819 3.116
C 6.024 1.539 1.797
C 5.044 1.040 0.914
C 3.779 0.801 1.399
C 3.501 1.131 2.747
H 5.499 -3.146 1.562
H 5.825 -1.457 1.159
H 6.452 -2.754 0.136
H 3.481 -2.234 0.606
H 4.814 -3.892 -1.593
H 3.094 -3.817 -1.215
H 4.225 -4.581 -0.085
H 6.084 -2.167 -1.975
H 6.143 -0.706 -3.948
H 4.295 0.895 -4.315
H 1.730 1.634 -1.815
H 1.456 0.572 -4.658
H 0.195 1.329 -3.667
H 0.837 -0.275 -3.235
H 2.799 2.556 -4.505
H 3.580 3.025 -2.991
H 1.888 3.457 -3.298
H -1.998 -1.910 5.187
H -3.777 -0.237 5.179
H -3.638 1.678 3.633
H -0.642 2.410 1.590
H -2.727 3.691 3.409
H -1.396 4.487 2.574
H -1.066 3.375 3.912
H -3.681 2.429 1.298
H -2.490 1.875 0.111
H -2.591 3.582 0.515
H 0.868 -2.074 2.898
H -1.471 -3.576 4.185
H -0.029 -4.350 3.558
H -1.116 -3.481 2.459
H 0.126 -2.367 5.845
H 1.413 -1.338 5.220
H 1.530 -3.090 5.055
H 0.677 1.255 4.642
H 2.333 2.129 6.242
H 4.697 2.373 5.651
H 6.543 2.191 3.765
H 7.023 1.702 1.413
H 5.309 0.856 -0.117
C -6.326 4.769 -2.360
C -5.460 3.855 -3.210
S -4.974 2.365 -2.304
O -3.527 2.264 -2.343
O -5.593 2.314 -1.007
C -5.678 1.006 -3.311
C -5.789 -0.342 -2.560
N -4.737 -0.589 -1.570
C -3.434 -0.783 -1.858
N -2.713 -0.842 -0.749
C -3.568 -0.686 0.299
C -4.826 -0.527 -0.185
N -6.003 -0.280 0.597
O -7.097 -0.422 0.082
O -5.801 0.029 1.754
C -2.870 -0.846 -3.232
H -6.606 5.645 -2.942
H -5.789 5.095 -1.472
H -7.234 4.260 -2.040
H -4.520 4.316 -3.510
H -5.986 3.502 -4.098
H -5.070 0.939 -4.212
H -6.678 1.352 -3.570
H -5.763 -1.162 -3.277
H -6.733 -0.379 -2.033
H -3.242 -0.698 1.327
H -3.558 -1.323 -3.929
H -1.932 -1.398 -3.223
H -2.680 0.174 -3.571
Te -0.025 3.597 -0.953
C 1.562 4.332 0.275
C 2.776 4.669 -0.314
C 3.819 5.158 0.460
C 3.655 5.318 1.828
C 2.443 4.992 2.418
C 1.403 4.494 1.646
C -1.018 5.461 -1.223
C -1.731 6.079 -0.207
C -2.364 7.290 -0.447
C -2.288 7.879 -1.701
C -1.578 7.258 -2.718
C -0.945 6.046 -2.481
H 2.906 4.570 -1.384
H 4.756 5.428 -0.011
H 4.465 5.711 2.429
H 2.301 5.126 3.483
H 0.463 4.256 2.125
H -1.791 5.627 0.774
H -2.920 7.770 0.347
H -2.778 8.826 -1.884
H -1.509 7.716 -3.696
H -0.390 5.561 -3.275
O 0.030 -2.456 -0.444
P -0.100 -3.945 -0.705
C 0.339 -4.288 -2.418
C 0.120 -5.550 -2.966
C 0.509 -5.813 -4.269
C 1.102 -4.814 -5.031
C 1.312 -3.553 -4.491
C 0.937 -3.291 -3.183
C 0.956 -4.914 0.386
C 1.015 -6.307 0.327
C 1.823 -6.995 1.216
C 2.585 -6.303 2.151
C 2.544 -4.919 2.192
C 1.724 -4.229 1.314
C -1.807 -4.468 -0.469
C -2.209 -5.308 0.564
C -3.556 -5.608 0.713
C -4.490 -5.086 -0.170
C -4.086 -4.255 -1.208
C -2.746 -3.943 -1.356
H -0.371 -6.319 -2.383
H 0.351 -6.797 -4.689
H 1.399 -5.019 -6.051
H 1.776 -2.779 -5.088
H 1.114 -2.316 -2.741
H 0.433 -6.855 -0.401
H 1.861 -8.075 1.177
H 3.210 -6.848 2.846
H 3.150 -4.374 2.906
H 1.653 -3.152 1.335
H -1.481 -5.724 1.248
H -3.876 -6.257 1.517
H -5.537 -5.332 -0.053
H -4.816 -3.870 -1.908
H -2.409 -3.296 -2.158
*
```

Atomic partial charges in e from the Mulliken method, atoms 1 to 5: 2.221, -1.755, 2.253, -1.722, 0.658

***

7.
The following is a quantum chemistry calculation of a molecular structure, C6H24O6 in a non-equilibrium geometry, from OMol25.

E_LUMO ... 0.293 eV
Orbital gap ... 7.8 eV

Geometry as ORCA input:
```
! wB97M-V def2-TZVPD RIJCOSX def2/J DEFGRID3
* xyz 0 1
O 3.127 -1.340 -10.796
H 2.252 -1.010 -11.003
H 3.718 -0.633 -11.053
O -1.458 -2.822 -9.686
H -1.016 -3.442 -10.266
H -2.004 -3.369 -9.121
O -0.357 -5.248 -12.010
H 0.425 -4.750 -11.773
H -0.258 -5.420 -12.946
C 0.997 -2.803 -11.089
C 1.934 -3.980 -11.158
O 1.634 -4.782 -12.332
H 1.139 -2.257 -10.157
H -0.044 -3.126 -11.089
H 1.294 -2.193 -11.942
H 1.761 -4.533 -10.235
H 2.879 -3.453 -11.291
H 1.864 -4.201 -13.061
C 1.805 -5.892 -8.678
C 0.369 -5.789 -9.287
O -0.201 -7.051 -9.356
H 2.243 -4.896 -8.604
H 2.505 -6.576 -9.159
H 1.823 -6.272 -7.657
H 0.353 -5.256 -10.237
H -0.264 -5.163 -8.658
H -1.069 -7.040 -9.766
C 2.698 -5.114 -13.758
C 3.827 -5.978 -14.187
O 3.436 -7.300 -14.296
H 3.016 -4.074 -13.836
H 2.396 -5.468 -12.773
H 1.821 -5.432 -14.322
H 4.643 -5.855 -13.475
H 4.174 -5.652 -15.167
H 2.489 -7.337 -14.444
*
```

Atomic partial charges in e from the Mulliken method, atoms 1 to 5: -0.581, 0.342, 0.290, -0.646, 0.629

***

E_tot list, top to bottom, in Ha: -3654.1733, -362.9465, -2168.9282, -990.5716, -249.3015, -4738.0670, -694.0032